(1)
{
  "formula": "C43H102F3N9O9S",
  "method": "ωB97M-V with the def2-TZVPD basis set",
  "species": ["S", "F", "F", "F", "O", "O", "O", "O", "O", "O", "O", "O", "O", "N", "N", "N", "N", "N", "N", "N", "N", "N", "C", "C", "C", "C", "C", "C", "C", "C", "C", "C", "C", "C", "C", "C", "C", "C", "C", "C", "C", "C", "C", "C", "C", "C", "C", "C", "C", "C", "C", "C", "C", "C", "C", "C", "C", "C", "C", "C", "C", "C", "C", "C", "C", "H", "H", "H", "H", "H", "H", "H", "H", "H", "H", "H", "H", "H", "H", "H", "H", "H", "H", "H", "H", "H", "H", "H", "H", "H", "H", "H", "H", "H", "H", "H", "H", "H", "H", "H", "H", "H", "H", "H", "H", "H", "H", "H", "H", "H", "H", "H", "H", "H", "H", "H", "H", "H", "H", "H", "H", "H", "H", "H", "H", "H", "H", "H", "H", "H", "H", "H", "H", "H", "H", "H", "H", "H", "H", "H", "H", "H", "H", "H", "H", "H", "H", "H", "H", "H", "H", "H", "H", "H", "H", "H", "H", "H", "H", "H", "H", "H", "H", "H", "H", "H", "H"],
  "xyz": [[15.55, 14.72, -5.63], [17.46, 13.87, -7.29], [18.26, 14.59, -5.37], [17.50, 16.01, -6.94], [22.60, 11.65, -10.07], [14.68, 14.83, -6.81], [15.45, 18.83, 1.75], [15.41, 13.47, -4.91], [16.95, 19.86, -0.78], [17.72, 11.92, -0.91], [15.38, 15.86, -4.74], [19.07, 21.80, -10.28], [15.64, 19.11, -6.27], [19.28, 13.51, -0.15], [14.33, 17.14, 0.45], [10.27, 15.44, -3.25], [18.35, 19.97, -9.01], [13.97, 13.87, -10.49], [14.58, 9.64, -3.80], [13.57, 17.98, -6.11], [16.99, 19.86, -3.17], [20.38, 11.97, -10.72], [19.52, 12.33, -9.51], [12.88, 7.96, -3.22], [17.86, 18.64, -3.69], [18.49, 13.35, -2.59], [11.77, 14.21, -4.81], [18.44, 12.83, -1.16], [10.61, 13.32, -4.38], [11.71, 15.37, -3.81], [10.34, 15.11, -1.78], [13.85, 20.44, -7.03], [15.49, 17.19, -0.53], [14.98, 15.07, -12.26], [12.85, 17.32, -7.25], [13.50, 12.45, -10.12], [13.82, 11.00, -3.89], [14.78, 9.27, -2.32], [14.47, 19.16, -6.55], [21.43, 9.67, -10.82], [15.92, 9.80, -4.48], [14.50, 18.14, 1.61], [12.94, 10.70, -8.33], [13.47, 18.02, 2.72], [18.41, 18.44, -8.89], [17.50, 20.25, -1.77], [20.49, 19.88, -10.57], [15.82, 10.01, -5.99], [7.27, 18.03, -3.48], [9.58, 16.83, -3.39], [20.45, 12.55, 0.29], [17.14, 10.22, -6.72], [17.37, 14.81, -6.35], [19.28, 20.66, -10.05], [8.10, 16.82, -3.02], [14.00, 13.93, -12.03], [13.76, 8.48, -4.40], [16.11, 14.67, -11.29], [9.56, 14.32, -3.94], [18.61, 21.25, -1.79], [13.62, 12.04, -8.64], [21.62, 11.12, -10.46], [12.84, 14.79, -10.00], [15.39, 14.27, -9.98], [13.60, 8.38, -1.97], [21.47, 9.67, -11.92], [7.70, 18.91, -3.00], [9.08, 14.78, -4.81], [17.71, 18.55, -4.77], [15.32, 18.08, -1.13], [19.43, 21.00, -2.48], [12.73, 13.70, -4.69], [8.73, 13.83, -3.44], [13.10, 8.90, -5.17], [14.51, 11.76, -3.51], [10.32, 12.64, -5.18], [18.73, 13.03, -9.76], [12.45, 18.21, 2.37], [7.28, 18.11, -4.57], [20.19, 12.86, -8.84], [13.66, 20.99, -6.10], [20.97, 20.51, -11.32], [14.11, 11.82, -10.77], [7.57, 15.96, -3.45], [19.00, 21.45, -0.79], [15.30, 15.18, -13.30], [17.38, 17.75, -3.29], [16.45, 8.87, -4.25], [14.22, 16.20, 0.82], [20.69, 12.80, -11.23], [16.46, 17.35, -0.06], [13.00, 14.10, -12.42], [21.16, 19.74, -9.72], [17.01, 20.69, -3.77], [21.22, 13.16, 0.75], [16.02, 19.57, -3.27], [12.85, 14.58, -8.93], [15.25, 15.13, -9.33], [12.93, 15.81, -10.37], [11.64, 14.51, -5.85], [7.97, 16.59, -1.96], [17.40, 20.29, -9.16], [18.91, 18.82, -3.50], [16.69, 13.84, -11.69], [14.39, 12.98, -12.39], [14.69, 12.02, -8.42], [13.15, 9.90, -9.05], [12.84, 18.31, -5.47], [12.93, 8.82, -1.23], [13.45, 11.19, -4.89], [13.53, 17.50, -0.07], [22.32, 9.13, -10.48], [11.87, 10.92, -8.37], [14.43, 7.74, -4.83], [16.43, 10.60, -3.93], [17.97, 12.64, -3.23], [17.94, 14.27, -2.80], [11.88, 14.43, -10.38], [13.92, 7.49, -1.42], [13.73, 18.78, 3.45], [19.26, 11.37, -9.07], [15.75, 8.81, -2.13], [17.76, 18.18, -8.06], [10.70, 16.04, -1.34], [19.75, 11.57, -11.42], [13.29, 10.28, -7.39], [12.82, 6.88, -3.28], [11.86, 16.35, -4.27], [17.85, 9.46, -6.40], [20.60, 9.10, -10.41], [14.50, 21.03, -7.68], [12.46, 15.31, -3.02], [12.19, 16.54, -6.87], [11.95, 8.52, -3.22], [20.75, 11.94, -0.57], [15.12, 10.79, -6.30], [20.01, 18.99, -10.97], [10.16, 17.53, -2.79], [14.03, 17.30, -5.48], [19.45, 18.18, -8.73], [18.23, 22.24, -2.06], [15.36, 9.13, -6.43], [13.51, 17.05, 3.21], [15.51, 16.25, -1.07], [18.12, 18.02, -9.85], [18.70, 20.37, -8.13], [14.46, 15.98, -11.97], [19.72, 14.37, -0.48], [10.88, 12.70, -3.52], [17.55, 11.22, -6.55], [13.21, 12.79, -7.95], [6.25, 17.97, -3.13], [13.68, 16.75, -7.68], [12.50, 12.39, -10.54], [19.50, 13.52, -2.97], [11.00, 14.26, -1.63], [9.63, 16.97, -4.47], [15.84, 13.47, -9.42], [12.88, 20.25, -7.49], [9.35, 14.86, -1.41], [14.76, 10.15, -1.67], [17.08, 10.29, -7.81], [20.07, 11.78, 0.95], [12.39, 17.89, -8.05], [16.73, 15.56, -11.20], [13.06, 10.96, -3.11], [18.77, 13.74, 0.70]],
  "lowdin_charge": [0.49, 0.13, 0.13, 0.11, 0.23, -0.35, 0.22, -0.32, 0.17, 0.19, -0.38, 0.24, 0.12, 0.11, 0.11, -0.25, 0.10, -0.23, -0.23, 0.10, 0.11, 0.09, 0.04, -0.11, 0.07, 0.02, -0.14, -0.41, -0.13, -0.09, 0.03, 0.06, 0.00, -0.13, 0.01, -0.10, 0.03, -0.08, -0.34, 0.05, -0.12, -0.37, -0.06, 0.05, 0.01, -0.37, 0.06, -0.23, -0.05, -0.10, 0.10, -0.08, -0.60, -0.36, -0.23, -0.08, -0.05, -0.14, -0.11, 0.05, -0.22, -0.39, 0.03, -0.07, -0.16, 0.12, 0.09, 0.15, 0.07, 0.07, 0.10, 0.09, 0.16, 0.12, 0.08, 0.14, 0.08, 0.11, 0.09, 0.10, 0.13, 0.13, 0.14, 0.12, 0.13, 0.15, 0.09, 0.15, 0.18, 0.19, 0.10, 0.15, 0.11, 0.18, 0.12, 0.15, 0.07, 0.10, 0.11, 0.11, 0.12, 0.17, 0.11, 0.12, 0.14, 0.09, 0.10, 0.17, 0.13, 0.09, 0.17, 0.12, 0.09, 0.14, 0.12, 0.08, 0.08, 0.12, 0.14, 0.12, 0.10, 0.14, 0.06, 0.10, 0.18, 0.04, 0.14, 0.09, 0.10, 0.10, 0.12, 0.12, 0.09, 0.12, 0.12, 0.07, 0.09, 0.13, 0.12, 0.10, 0.13, 0.12, 0.12, 0.09, 0.10, 0.18, 0.12, 0.17, 0.12, 0.05, 0.09, 0.11, 0.07, 0.15, 0.10, 0.11, 0.13, 0.10, 0.10, 0.12, 0.12, 0.07, 0.12, 0.12, 0.11, 0.10, 0.19],
  "charge": 8,
  "relative_energy_kcal_mol": 0.0,
  "e_tot_ev": -96971.4669
}

---

(2)
{
  "formula": "C43H103AsF6N5O20",
  "method": "ωB97M-V with the def2-TZVPD basis set",
  "species": ["As", "F", "F", "F", "F", "F", "F", "O", "O", "O", "O", "O", "O", "O", "O", "O", "O", "O", "O", "O", "O", "O", "O", "O", "O", "O", "O", "N", "N", "N", "N", "N", "C", "C", "C", "C", "C", "C", "C", "C", "C", "C", "C", "C", "C", "C", "C", "C", "C", "C", "C", "C", "C", "C", "C", "C", "C", "C", "C", "C", "C", "C", "C", "C", "C", "C", "C", "C", "C", "C", "C", "C", "C", "C", "C", "H", "H", "H", "H", "H", "H", "H", "H", "H", "H", "H", "H", "H", "H", "H", "H", "H", "H", "H", "H", "H", "H", "H", "H", "H", "H", "H", "H", "H", "H", "H", "H", "H", "H", "H", "H", "H", "H", "H", "H", "H", "H", "H", "H", "H", "H", "H", "H", "H", "H", "H", "H", "H", "H", "H", "H", "H", "H", "H", "H", "H", "H", "H", "H", "H", "H", "H", "H", "H", "H", "H", "H", "H", "H", "H", "H", "H", "H", "H", "H", "H", "H", "H", "H", "H", "H", "H", "H", "H", "H", "H", "H", "H", "H", "H", "H", "H", "H", "H", "H", "H", "H", "H"],
  "xyz": [[0.31, 1.28, -0.39], [0.38, 0.38, 1.09], [1.65, 0.32, -0.92], [1.36, 2.48, 0.26], [-0.84, 0.10, -0.92], [0.19, 2.06, -1.91], [-1.03, 2.22, 0.22], [-10.63, 3.97, -2.36], [-5.00, 1.51, -0.82], [2.95, -6.20, 6.83], [2.99, 7.25, -3.15], [1.18, 6.18, -3.97], [0.68, -5.29, -3.09], [-2.26, 4.16, 1.71], [-2.22, -0.47, -5.12], [-5.09, -6.66, 3.54], [1.63, 6.32, -1.76], [8.11, 1.53, 0.23], [1.85, -6.02, -1.30], [4.01, 3.50, 6.13], [-2.47, -3.69, 0.19], [5.89, 1.55, 0.30], [0.46, 1.24, 5.31], [6.92, 1.97, -1.63], [2.00, -3.94, -1.86], [3.51, -2.44, 1.95], [1.35, 1.93, -6.71], [-7.19, 2.90, -1.97], [1.79, 3.60, 4.55], [-3.47, -6.36, 1.16], [0.76, -0.49, -5.30], [3.26, -3.79, 4.72], [8.13, 1.99, -2.36], [1.36, -7.35, -1.48], [-9.60, 3.04, -2.13], [-3.51, 3.59, 2.04], [-1.32, -0.91, -4.09], [2.07, 0.13, -5.31], [0.42, 5.63, -1.46], [7.05, 1.68, -0.32], [3.56, -2.42, 4.31], [0.35, 1.64, 3.95], [2.02, -6.69, 5.90], [3.89, -4.10, 5.99], [-4.70, -7.75, 2.75], [0.59, 3.13, 3.83], [-8.34, 3.74, -1.70], [2.32, -8.36, -0.89], [-2.48, 0.92, -5.10], [-1.52, -2.73, -0.20], [2.64, 8.86, -4.96], [4.40, 3.43, -0.24], [2.80, -1.99, 3.08], [-5.93, 3.54, -1.57], [-5.08, -6.93, 4.91], [3.36, 7.61, -4.48], [1.69, -2.85, -2.73], [0.13, -0.11, 5.46], [-4.80, 2.56, -1.74], [4.06, -5.58, 6.21], [5.13, 3.96, 6.83], [1.85, 6.55, -3.05], [-11.83, 3.36, -2.74], [4.27, 3.43, 4.75], [-3.50, -5.79, -0.19], [0.01, -0.17, -4.10], [3.06, -1.85, 0.76], [0.90, 3.26, -6.75], [4.66, 1.94, -0.33], [1.45, -5.10, -2.18], [-2.30, -4.91, -0.49], [3.01, 3.06, 3.97], [2.06, 1.63, -5.53], [-3.97, 0.57, -0.87], [-4.58, -7.32, 1.31], [-4.28, -0.32, -0.33], [1.65, 2.11, -4.64], [1.09, -7.54, -2.51], [-3.02, 0.97, -0.49], [2.29, -8.31, 0.20], [-3.43, 1.09, -5.59], [-1.84, -0.83, -3.14], [4.63, -2.34, 4.06], [1.58, 8.63, -4.99], [2.98, 1.98, 3.80], [1.15, 1.10, 3.41], [-9.40, 2.50, -3.06], [1.25, -7.19, 6.48], [-4.79, 2.15, -2.76], [-4.24, 4.39, 2.16], [-5.26, -6.02, 5.47], [3.86, 1.37, 0.13], [-4.34, -8.19, 0.70], [-7.24, 2.01, -1.48], [2.62, -0.08, -4.39], [-1.37, -5.40, -0.17], [-0.18, 0.90, -4.03], [1.55, 3.95, -6.20], [4.68, 4.37, 4.36], [6.05, 3.41, 6.57], [0.69, 3.33, 2.75], [3.22, 6.79, -5.18], [0.88, 3.58, -7.79], [-1.15, -1.95, -4.39], [1.78, 4.59, 4.33], [-1.75, 3.50, 1.21], [-3.48, -6.63, -0.89], [-0.62, 1.37, 3.53], [-4.12, -7.35, 5.24], [4.92, -5.72, 6.88], [-8.38, 3.97, -0.62], [3.41, -0.81, 0.67], [-3.69, -5.61, 1.82], [0.35, 4.68, -1.98], [3.51, 3.63, -0.84], [0.46, -7.41, -0.85], [5.02, 2.65, 4.55], [-11.66, 2.43, -3.30], [4.95, 3.82, 7.89], [-0.47, 6.26, -1.57], [-0.12, 3.38, -6.36], [-12.47, 3.11, -1.88], [3.36, -8.22, -1.17], [5.25, 3.98, -0.66], [-5.96, 3.95, -0.55], [8.65, 1.04, -2.26], [4.34, -6.09, 5.28], [2.84, 9.72, -4.33], [-1.71, -2.36, -1.22], [-2.53, 1.32, -4.08], [-3.79, -8.27, 3.09], [7.89, 2.24, -3.38], [1.96, -9.34, -1.21], [-3.47, 3.00, 2.96], [4.88, -3.63, 6.06], [-2.19, -4.75, -1.57], [0.22, -0.17, -6.09], [-4.43, -5.22, -0.35], [3.51, -2.33, -0.10], [-3.84, 3.06, -1.56], [-12.39, 4.04, -3.38], [-5.86, -7.65, 5.19], [0.43, -0.43, 6.46], [1.97, -1.85, 0.70], [2.46, -7.37, 5.16], [2.94, 9.07, -5.98], [3.40, -1.75, 5.16], [-5.49, -8.54, 2.80], [3.09, 2.01, -5.60], [-0.25, 3.72, 4.21], [5.33, 5.02, 6.63], [4.18, 3.76, 0.77], [3.60, -4.42, 4.00], [-8.21, 4.69, -2.22], [0.46, -0.44, -3.14], [1.96, -3.07, -3.76], [-9.92, 2.27, -1.41], [-0.95, -0.26, 5.35], [2.69, -0.37, -6.07], [8.79, 2.78, -1.98], [4.43, 7.81, -4.45], [3.26, -3.68, 6.78], [-1.57, -1.89, 0.48], [4.68, 1.66, -1.38], [-5.53, -6.84, 1.04], [-1.68, 1.46, -5.62], [-3.74, 0.23, -1.90], [0.47, 5.38, -0.40], [-0.50, -3.13, -0.15], [1.81, -2.49, 3.12], [3.16, 3.49, 2.95], [0.61, -0.72, 4.68], [2.58, -0.92, 3.04], [-3.86, 2.90, 1.26], [-5.77, 4.36, -2.27], [0.61, -2.68, -2.75], [1.57, -5.88, 5.32], [2.19, -1.96, -2.36]],
  "lowdin_charge": [0.70, -0.24, -0.24, -0.23, -0.24, -0.23, -0.25, -0.18, -0.20, -0.18, 0.04, 0.12, 0.11, -0.14, -0.19, -0.18, 0.01, 0.13, 0.04, -0.17, -0.18, 0.06, -0.18, -0.03, 0.00, -0.18, -0.18, -0.07, -0.05, -0.05, -0.03, -0.06, -0.05, -0.22, -0.25, -0.17, -0.19, -0.21, -0.03, -0.61, -0.21, -0.24, -0.13, -0.23, -0.26, -0.19, -0.22, -0.07, -0.12, -0.10, -0.07, -0.05, -0.24, -0.22, -0.12, -0.23, -0.03, -0.11, -0.23, -0.23, -0.14, -0.62, -0.13, -0.24, -0.21, -0.24, -0.10, -0.11, -0.21, -0.62, -0.24, -0.20, -0.24, -0.11, -0.22, 0.09, 0.12, 0.12, 0.06, 0.08, 0.09, 0.10, 0.12, 0.08, 0.11, 0.09, 0.12, 0.08, 0.12, 0.07, 0.09, 0.09, 0.12, 0.11, 0.12, 0.12, 0.09, 0.08, 0.12, 0.09, 0.11, 0.12, 0.08, 0.12, 0.11, 0.02, 0.12, 0.12, 0.09, 0.12, 0.12, 0.07, 0.11, 0.08, 0.07, 0.12, 0.12, 0.08, 0.08, 0.10, 0.08, 0.09, 0.08, 0.08, 0.12, 0.10, 0.12, 0.08, 0.08, 0.08, 0.12, 0.09, 0.08, 0.07, 0.12, 0.12, 0.11, 0.12, 0.08, 0.13, 0.08, 0.09, 0.09, 0.08, 0.08, 0.08, 0.12, 0.12, 0.12, 0.12, 0.09, 0.06, 0.11, 0.13, 0.08, 0.10, 0.13, 0.09, 0.11, 0.10, 0.12, 0.13, 0.08, 0.12, 0.12, 0.07, 0.08, 0.09, 0.09, 0.13, 0.11, 0.07, 0.11, 0.06, 0.12, 0.08, 0.08, 0.08],
  "charge": -1,
  "e_tot_ev": -171805.8980
}

---

Number 1: frontier orbital gap 8.341 eV, LUMO level -0.6172 Ha. Number 2: frontier orbital gap 8.631 eV, LUMO level 0.0758 Ha.